(1)
The following is a quantum chemistry calculation of a structure of composition C7H6N2O4Sn in a non-equilibrium geometry, from the OMol25 dataset.

Each line ends with the Löwdin charge.
Element x y z (Å)
Sn (0.26857, -0.32415, -0.17897)  1.40
O (0.92538, -0.17925, 1.73334)  -0.39
O (2.94058, 0.49242, 2.45301)  0.03
O (-1.33187, 0.33064, -1.78388)  -0.30
O (-0.18020, 1.68662, -0.05783)  -0.30
N (-1.02057, 2.24067, -0.92338)  -0.19
N (-1.63192, 1.55593, -1.81109)  0.00
C (-2.08988, 4.30250, -1.70695)  -0.02
C (-0.77143, 5.72381, 0.28865)  -0.07
C (-2.27497, 5.66796, -1.58024)  -0.07
C (-1.23650, 3.66480, -0.81803)  -0.16
C (1.81080, 0.12883, 2.65839)  -0.50
C (-0.57191, 4.35372, 0.17966)  -0.01
C (-1.61925, 6.38351, -0.58557)  -0.08
H (0.08636, 3.82644, 0.85266)  0.12
H (-1.77034, 7.45114, -0.49566)  0.11
H (-2.93788, 6.17613, -2.26759)  0.11
H (1.43066, -0.03675, 3.67729)  0.13
H (-2.59548, 3.74038, -2.47795)  0.11
H (-0.25559, 6.27222, 1.06549)  0.11

## Properties
E_HOMO ... -0.343 Ha
Relative energy (zero: lowest compared OMol25 entry of this formula, charge and spin) ... 0.9773 eV
Charge ... 0
HOMO-LUMO gap ... 0.3177 Ha

---

(2)
The following is a quantum chemistry calculation of a cluster of 2 separate species, C4H8N2O in total in a non-equilibrium geometry, from the OMol25 dataset.

Each line ends with the Löwdin charge.
Element x y z (Å)
O (0.46438, -2.55310, 0.12569)  0.16
N (-0.07211, 0.38904, 0.43243)  0.00
N (1.18800, 0.60037, -0.24644)  -0.18
C (2.07140, 1.69210, 0.09635)  -0.12
C (-0.12635, 0.94347, -0.86709)  -0.26
C (-1.95756, -1.86425, 0.56882)  -0.07
C (-0.56688, -2.02058, 0.21862)  -0.22
H (-0.36854, 0.25986, -1.65768)  0.07
H (2.87281, 1.30224, 0.71275)  0.07
H (-2.60741, -2.82254, 0.84790)  0.13
H (2.55699, 2.18207, -0.74970)  0.07
H (-0.52502, 1.97507, -0.95920)  0.10
H (-1.91101, -1.14226, 1.35735)  0.07
H (1.44328, 2.49164, 0.47919)  0.07
H (-2.46198, -1.43313, -0.35901)  0.11

## Properties
E_HOMO (spin up / spin down) ... -0.284 / -0.241 Ha
Relative energy (zero: lowest compared OMol25 entry of this formula, charge and spin) ... 6.7936 eV
Charge ... 0
HOMO-LUMO gap (spin up / spin down) ... 0.3044 / 0.2511 Ha

---

(3)
The following is a quantum chemistry calculation of the molecule C7H7ClN4S in a non-equilibrium geometry, from the OMol25 dataset.

Each line ends with the Löwdin charge.
Element x y z (Å)
Cl (-2.90353, -1.31834, -0.51470)  0.54
S (-0.54634, 1.78278, -0.34656)  0.85
N (-2.04053, 1.61955, 0.58210)  -0.14
N (-2.31013, 0.58524, 1.19235)  -0.09
N (-0.65162, 2.67462, -1.61241)  -0.23
N (-0.11879, 2.69892, 1.24987)  -0.20
C (1.67439, -2.09341, -0.05410)  -0.07
C (-1.75138, -0.72542, 0.87624)  -0.55
C (1.55406, 0.17439, -0.77220)  -0.03
C (0.20331, 0.19128, -0.29390)  -0.27
C (2.27271, -0.97394, -0.54739)  -0.07
C (-0.40018, -0.89635, 0.37660)  -0.28
C (0.38036, -2.01906, 0.38840)  -0.04
H (3.37546, -1.09356, -0.72333)  0.14
H (2.32425, -2.95181, 0.26912)  0.14
H (1.86384, 1.00616, -1.23880)  0.07
H (-2.07081, -1.53483, 1.58642)  0.11
H (-0.24614, 2.12198, -2.36308)  0.00
H (-0.08219, -2.91404, 0.87232)  0.14
H (-0.52672, 3.66588, 1.07305)  -0.03

## Properties
E_HOMO ... -0.302 Ha
Relative energy (zero: lowest compared OMol25 entry of this formula, charge and spin) ... 2.3425 eV
Charge ... 0
HOMO-LUMO gap ... 0.2673 Ha